Entry 1:
Entry from OMol25: a molecular structure, C8H18NaO8 at a distorted geometry (ωB97M-V with the def2-TZVPD basis set).

As for the expectation value of S²: 0.7553. Its LUMO energy (alpha / beta) is -0.542 / -2.201 eV. The calculation puts the gap between HOMO and LUMO (alpha / beta) at 5.993 / 4.121 eV. For the HOMO energy (alpha / beta), the calculation gives -6.535 / -6.322 eV. The multiplicity is 2.

Geometry (Å):
Na (-0.349, -0.147, 1.225)
C (1.234, 2.451, 2.062)
O (1.795, 1.361, 1.322)
H (1.478, 3.488, 1.832)
H (0.163, 2.362, 1.883)
H (1.456, 2.413, 3.129)
C (-0.547, -0.996, -2.259)
O (0.149, -0.943, -0.978)
H (-0.490, -1.980, -2.723)
H (-1.573, -0.780, -1.961)
H (-0.422, -0.161, -2.949)
C (1.103, 2.945, -5.260)
O (0.025, 3.078, -4.471)
C (0.120, 2.859, -3.129)
O (1.165, 2.695, -2.526)
O (-1.069, 2.973, -2.549)
C (-1.127, 2.844, -1.076)
H (1.161, 2.439, -6.223)
H (2.013, 2.556, -4.804)
H (1.214, 3.950, -5.668)
H (-0.235, 3.370, -0.736)
H (-1.034, 1.813, -0.734)
H (-1.915, 3.446, -0.623)
C (-1.568, -2.637, 5.037)
O (-0.924, -3.614, 4.247)
C (-0.233, -3.299, 3.146)
O (-0.139, -2.203, 2.667)
O (0.045, -4.528, 2.525)
C (0.810, -4.581, 1.262)
H (-2.102, -3.268, 5.747)
H (-2.361, -2.223, 4.413)
H (-0.875, -1.925, 5.485)
H (1.890, -4.651, 1.394)
H (0.749, -3.706, 0.614)
H (0.391, -5.401, 0.679)

***

Entry 2:
Entry from OMol25: C15H19N3O6 in the gas phase at a distorted geometry (ωB97M-V with the def2-TZVPD basis set).

The SMILES is CC[C@@H](CCC(=O)NNC(=O)Cc1ccc([N+](=O)[O-])cc1)C(=O)O. Its LUMO energy is -0.641 eV. The calculation puts the gap between HOMO and LUMO at 8.860 eV. For the HOMO energy, the calculation gives -9.500 eV. The multiplicity is 1. Its relative energy (zero: lowest compared OMol25 entry of this formula, charge and spin) is 75.4 kcal/mol.

Geometry (Å):
C (-6.456, -1.601, 0.197)
C (-5.989, -0.180, 0.485)
C (-4.820, 0.231, -0.420)
C (-4.483, 1.716, -0.225)
C (-3.248, 2.178, -1.019)
C (-2.000, 1.851, -0.233)
O (-1.678, 2.404, 0.796)
N (-1.199, 0.886, -0.778)
N (-0.213, 0.340, 0.048)
C (-0.052, -0.991, 0.177)
O (-0.580, -1.801, -0.566)
C (0.952, -1.371, 1.256)
C (2.316, -0.902, 0.844)
C (3.017, -1.603, -0.135)
C (4.259, -1.174, -0.553)
C (4.808, -0.029, 0.015)
N (6.106, 0.423, -0.414)
O (6.675, -0.225, -1.266)
O (6.551, 1.426, 0.103)
C (4.122, 0.684, 0.991)
C (2.878, 0.245, 1.398)
C (-3.609, -0.620, -0.092)
O (-3.081, -0.687, 0.988)
O (-3.156, -1.265, -1.165)
H (-7.297, -1.859, 0.836)
H (-5.655, -2.312, 0.383)
H (-6.770, -1.700, -0.840)
H (-6.816, 0.517, 0.332)
H (-5.665, -0.103, 1.524)
H (-5.080, 0.047, -1.467)
H (-5.349, 2.303, -0.537)
H (-4.305, 1.910, 0.835)
H (-3.228, 1.720, -2.007)
H (-3.290, 3.263, -1.129)
H (-1.506, 0.269, -1.519)
H (0.016, 0.989, 0.796)
H (0.931, -2.457, 1.351)
H (0.649, -0.920, 2.201)
H (2.578, -2.489, -0.569)
H (4.816, -1.706, -1.309)
H (4.574, 1.567, 1.414)
H (2.346, 0.792, 2.161)
H (-2.312, -1.746, -0.967)

***

Entry 3:
Entry from OMol25: C16H26O5 in the gas phase (ωB97M-V with the def2-TZVPD basis set).

The SMILES is COC(C[C@@H](O)[C@@H](C)[C@@H](O)COCc1ccccc1)OC. Its LUMO energy is 0.711 eV. The calculation puts the gap between HOMO and LUMO at 9.688 eV. For the HOMO energy, the calculation gives -8.977 eV. The multiplicity is 1. Its relative energy (zero: lowest compared OMol25 entry of this formula, charge and spin) is 31.6 kcal/mol.

Geometry (Å):
C (1.525, 4.244, 3.188)
O (1.412, 3.043, 2.453)
C (1.669, 3.189, 1.076)
C (1.200, 1.921, 0.333)
C (1.307, 0.610, 1.129)
O (0.291, 0.568, 2.119)
C (1.177, -0.602, 0.180)
C (2.517, -0.872, -0.502)
C (0.705, -1.879, 0.918)
O (1.241, -2.005, 2.206)
C (-0.829, -1.954, 0.950)
O (-1.305, -2.039, -0.372)
C (-2.708, -2.071, -0.445)
C (-3.173, -2.119, -1.877)
C (-2.269, -2.195, -2.925)
C (-2.720, -2.240, -4.234)
C (-4.076, -2.212, -4.505)
C (-4.983, -2.137, -3.461)
C (-4.535, -2.091, -2.154)
O (2.997, 3.557, 0.825)
C (3.998, 2.640, 1.226)
H (2.512, 4.695, 3.056)
H (0.760, 4.961, 2.871)
H (1.375, 3.979, 4.233)
H (1.106, 4.056, 0.688)
H (1.773, 1.860, -0.591)
H (0.148, 2.049, 0.070)
H (2.283, 0.550, 1.630)
H (0.366, 1.393, 2.618)
H (0.420, -0.381, -0.577)
H (3.245, -1.209, 0.233)
H (2.902, 0.018, -0.995)
H (2.400, -1.649, -1.253)
H (1.065, -2.752, 0.361)
H (0.918, -1.242, 2.709)
H (-1.233, -1.062, 1.450)
H (-1.130, -2.843, 1.526)
H (-3.095, -2.953, 0.095)
H (-3.132, -1.178, 0.048)
H (-1.214, -2.218, -2.702)
H (-2.007, -2.299, -5.044)
H (-4.427, -2.248, -5.526)
H (-6.044, -2.115, -3.667)
H (-5.244, -2.032, -1.340)
H (4.032, 1.769, 0.566)
H (4.939, 3.183, 1.154)
H (3.844, 2.312, 2.258)

***

Entry 4:
Entry from OMol25: a molecular structure, C28H46BF3FeN6O3S at a distorted geometry (ωB97M-V with the def2-TZVPD basis set).

As for the expectation value of S²: 0.9752. Its total charge is +1. Its LUMO energy (alpha / beta) is -6.067 / -5.267 eV. The calculation puts the gap between HOMO and LUMO (alpha / beta) at 5.888 / 6.689 eV. For the HOMO energy (alpha / beta), the calculation gives -11.955 / -11.956 eV. The multiplicity is 2. Its relative energy (zero: lowest compared OMol25 entry of this formula, charge and spin) is 21.9 kcal/mol.

Geometry (Å):
Fe (0.256, 0.197, 0.164)
C (0.678, 3.530, -0.162)
C (0.192, 3.511, -1.584)
C (1.356, 3.767, -2.558)
C (-0.510, 2.262, -1.997)
C (-1.315, 2.274, -3.181)
C (-1.852, 1.013, -3.325)
C (-2.846, 0.725, -4.425)
C (-2.618, -0.519, -5.271)
C (-4.271, 0.794, -3.878)
N (-1.380, 0.271, -2.316)
N (-0.544, 1.059, -1.466)
B (-1.572, -1.211, -1.943)
N (-2.264, -1.226, -0.554)
N (-1.573, -0.611, 0.528)
C (-2.351, -0.763, 1.589)
C (-3.514, -1.471, 1.207)
C (-3.411, -1.757, -0.139)
C (-4.457, -2.610, -0.820)
C (-5.013, -2.118, -2.146)
C (-3.952, -4.052, -0.918)
C (-2.181, -0.338, 3.019)
C (-0.976, 0.507, 3.307)
C (-2.183, -1.593, 3.904)
N (-0.226, -1.892, -1.841)
N (0.699, -1.418, -0.912)
C (1.776, -2.212, -1.017)
C (1.545, -3.171, -2.008)
C (0.308, -2.946, -2.520)
C (-0.211, -3.732, -3.704)
C (-1.606, -4.332, -3.598)
C (-0.037, -2.927, -4.990)
C (3.089, -2.220, -0.282)
C (3.134, -3.455, 0.628)
C (3.421, -0.985, 0.508)
H (1.004, 4.529, 0.124)
H (-0.088, 3.224, 0.552)
H (1.550, 2.892, -0.076)
H (-0.547, 4.309, -1.722)
H (2.047, 2.923, -2.553)
H (1.011, 3.918, -3.581)
H (1.902, 4.656, -2.247)
H (-1.486, 3.119, -3.827)
H (-2.728, 1.580, -5.096)
H (-2.847, -1.435, -4.728)
H (-3.276, -0.478, -6.138)
H (-1.594, -0.566, -5.635)
H (-4.457, -0.029, -3.196)
H (-4.453, 1.730, -3.350)
H (-4.983, 0.723, -4.699)
H (-2.268, -1.749, -2.736)
H (-4.332, -1.762, 1.844)
H (-5.287, -2.611, -0.110)
H (-4.296, -2.233, -2.958)
H (-5.893, -2.711, -2.397)
H (-5.324, -1.078, -2.079)
H (-3.123, -4.113, -1.615)
H (-3.623, -4.429, 0.050)
H (-4.756, -4.694, -1.278)
H (-3.081, 0.245, 3.249)
H (-0.067, -0.061, 3.144)
H (-0.949, 1.420, 2.717)
H (-0.968, 0.815, 4.353)
H (-1.351, -2.247, 3.640)
H (-2.072, -1.301, 4.948)
H (-3.107, -2.164, 3.815)
H (2.236, -3.931, -2.331)
H (0.481, -4.576, -3.762)
H (-2.388, -3.578, -3.695)
H (-1.748, -5.051, -4.405)
H (-1.733, -4.864, -2.659)
H (-0.697, -2.064, -4.992)
H (0.989, -2.577, -5.101)
H (-0.281, -3.544, -5.855)
H (3.844, -2.348, -1.065)
H (2.322, -3.419, 1.357)
H (3.039, -4.382, 0.063)
H (4.078, -3.484, 1.171)
H (2.812, -0.934, 1.403)
H (4.459, -1.013, 0.840)
H (3.295, -0.066, -0.067)
F (3.458, 1.919, 4.548)
C (2.867, 1.084, 3.710)
F (1.951, 0.380, 4.378)
F (3.773, 0.230, 3.237)
S (2.088, 2.029, 2.346)
O (3.179, 2.613, 1.629)
O (1.122, 2.874, 2.982)
O (1.418, 0.936, 1.545)

***

Entry 5:
Entry from OMol25: 13 unconnected molecules or ions with the total composition C72H166N8O13 at a distorted geometry (ωB97M-V with the def2-TZVPD basis set).

Its LUMO energy is 0.355 eV. The calculation puts the gap between HOMO and LUMO at 7.875 eV. For the HOMO energy, the calculation gives -7.520 eV. The multiplicity is 1.

Geometry (Å):
C (-2.723, 3.813, 0.137)
C (-4.208, 3.644, 0.473)
O (-4.388, 3.027, 1.758)
H (-2.731, 4.340, -0.817)
H (-2.021, 2.980, 0.108)
H (-2.338, 4.589, 0.798)
H (-4.621, 3.078, -0.363)
H (-4.666, 4.630, 0.552)
H (-5.266, 3.176, 2.115)
C (0.076, 5.897, 2.934)
C (0.015, 4.404, 2.589)
O (0.354, 4.331, 1.255)
H (-0.061, 6.062, 4.002)
H (-0.743, 6.351, 2.376)
H (0.967, 6.391, 2.546)
H (-0.920, 3.862, 2.730)
H (0.729, 3.832, 3.181)
H (0.034, 5.165, 0.903)
C (-2.779, -3.004, -5.157)
C (-3.500, -3.120, -3.771)
O (-3.459, -4.432, -3.388)
H (-1.721, -3.266, -5.159)
H (-2.774, -1.939, -5.390)
H (-3.386, -3.517, -5.902)
H (-4.528, -2.826, -3.980)
H (-3.144, -2.427, -3.008)
H (-2.541, -4.648, -3.205)
C (4.817, -3.358, -0.035)
C (5.104, -2.386, -1.147)
O (3.923, -1.694, -1.595)
H (4.375, -2.835, 0.814)
H (5.735, -3.844, 0.294)
H (4.064, -4.057, -0.398)
H (5.627, -2.831, -1.993)
H (5.827, -1.665, -0.765)
H (3.961, -0.805, -1.235)
C (1.039, -2.180, -5.752)
C (2.333, -1.976, -5.019)
O (2.192, -2.514, -3.733)
H (1.184, -1.881, -6.790)
H (0.220, -1.636, -5.281)
H (0.626, -3.185, -5.673)
H (2.545, -0.907, -4.982)
H (3.254, -2.291, -5.510)
H (2.792, -2.027, -3.164)
C (4.777, 3.888, 0.183)
C (5.788, 2.703, 0.000)
C (7.129, 3.111, 0.551)
C (7.270, 2.979, 2.061)
C (6.740, 1.685, 2.609)
C (5.369, 1.152, 2.064)
N (5.299, 1.392, 0.567)
O (4.085, 0.943, -0.031)
C (5.333, -0.395, 2.233)
C (4.197, 1.841, 2.844)
C (6.127, 2.398, -1.537)
H (5.118, 4.674, -0.492)
H (4.811, 4.360, 1.165)
H (3.751, 3.698, -0.131)
H (7.921, 2.645, -0.036)
H (7.251, 4.171, 0.326)
H (6.646, 3.769, 2.479)
H (8.260, 3.184, 2.469)
H (6.732, 1.790, 3.694)
H (7.527, 0.943, 2.473)
H (5.524, -0.772, 3.238)
H (4.338, -0.745, 1.957)
H (6.084, -0.928, 1.649)
H (4.094, 2.926, 2.812)
H (3.213, 1.427, 2.622)
H (4.291, 1.700, 3.920)
H (5.161, 2.364, -2.040)
H (6.605, 1.419, -1.580)
H (6.678, 3.163, -2.084)
H (3.515, 1.714, 0.016)
C (-1.254, -4.621, -0.587)
C (-0.178, -5.419, -1.315)
C (-0.291, -6.856, -0.772)
C (0.269, -8.039, -1.647)
C (-0.344, -7.879, -3.026)
C (-0.146, -6.540, -3.699)
N (-0.476, -5.400, -2.758)
O (-0.356, -4.147, -3.284)
C (1.373, -6.458, -4.195)
C (-1.213, -6.467, -4.814)
C (1.235, -4.974, -0.951)
H (-0.996, -4.468, 0.461)
H (-2.285, -4.938, -0.743)
H (-1.285, -3.553, -0.803)
H (0.377, -7.094, 0.057)
H (-1.268, -7.126, -0.372)
H (0.113, -9.039, -1.244)
H (1.350, -8.004, -1.786)
H (-1.410, -8.102, -2.972)
H (-0.011, -8.747, -3.596)
H (1.599, -7.282, -4.872)
H (1.575, -5.502, -4.678)
H (2.040, -6.656, -3.355)
H (-1.041, -7.293, -5.503)
H (-2.254, -6.462, -4.489)
H (-1.132, -5.589, -5.455)
H (1.462, -4.742, 0.089)
H (1.494, -4.105, -1.556)
H (1.935, -5.719, -1.328)
H (0.590, -3.990, -3.331)
C (2.051, -6.390, 6.197)
C (2.566, -5.111, 5.549)
C (3.155, -5.529, 4.152)
C (3.375, -4.333, 3.179)
C (2.034, -3.601, 3.035)
C (1.417, -3.033, 4.369)
N (1.374, -4.190, 5.376)
O (0.811, -3.744, 6.596)
C (2.158, -1.743, 4.875)
C (-0.003, -2.614, 4.092)
C (3.630, -4.458, 6.406)
H (1.702, -6.241, 7.218)
H (2.813, -7.170, 6.204)
H (1.224, -6.742, 5.580)
H (4.052, -6.144, 4.217)
H (2.486, -6.265, 3.707)
H (3.833, -4.701, 2.261)
H (4.039, -3.613, 3.656)
H (1.300, -4.266, 2.579)
H (2.285, -2.770, 2.375)
H (1.872, -0.918, 4.223)
H (1.782, -1.489, 5.867)
H (3.241, -1.818, 4.775)
H (-0.616, -3.500, 3.924)
H (-0.444, -2.111, 4.953)
H (0.016, -2.048, 3.161)
H (4.422, -5.123, 6.750)
H (3.241, -4.034, 7.332)
H (4.134, -3.632, 5.905)
H (-0.070, -4.125, 6.567)
C (0.337, 2.614, -6.383)
C (-1.163, 2.609, -6.809)
C (-1.488, 1.236, -7.508)
C (-2.956, 0.850, -7.663)
C (-3.640, 0.866, -6.333)
C (-3.480, 2.214, -5.619)
N (-2.087, 2.659, -5.614)
O (-1.935, 3.771, -4.863)
C (-4.516, 3.197, -6.251)
C (-4.002, 1.966, -4.187)
C (-1.478, 3.753, -7.756)
H (0.861, 2.901, -7.294)
H (0.715, 1.658, -6.022)
H (0.656, 3.355, -5.650)
H (-0.951, 1.236, -8.456)
H (-0.989, 0.369, -7.076)
H (-2.997, -0.167, -8.055)
H (-3.378, 1.584, -8.349)
H (-3.193, 0.038, -5.782)
H (-4.717, 0.733, -6.432)
H (-4.308, 4.200, -5.877)
H (-4.376, 3.124, -7.330)
H (-5.525, 2.862, -6.009)
H (-3.955, 2.830, -3.525)
H (-4.998, 1.556, -4.020)
H (-3.363, 1.228, -3.703)
H (-1.046, 3.620, -8.748)
H (-1.313, 4.729, -7.300)
H (-2.522, 3.566, -8.009)
H (-2.231, 4.423, -5.502)
C (-0.724, 1.054, 4.846)
C (-1.882, 1.731, 5.642)
C (-2.688, 2.600, 4.678)
C (-4.057, 3.005, 5.142)
C (-4.894, 1.796, 5.675)
C (-4.139, 0.983, 6.789)
N (-2.750, 0.677, 6.238)
O (-1.996, -0.152, 7.052)
C (-4.083, 1.761, 8.167)
C (-4.949, -0.319, 6.951)
C (-1.128, 2.621, 6.697)
H (-1.006, 0.120, 4.360)
H (0.048, 0.590, 5.460)
H (-0.301, 1.679, 4.059)
H (-2.153, 3.518, 4.435)
H (-2.865, 2.115, 3.718)
H (-4.514, 3.516, 4.295)
H (-3.944, 3.635, 6.024)
H (-5.252, 1.147, 4.876)
H (-5.800, 2.146, 6.171)
H (-3.409, 1.197, 8.811)
H (-3.718, 2.781, 8.039)
H (-5.055, 2.006, 8.595)
H (-4.997, -0.892, 6.025)
H (-4.505, -0.937, 7.732)
H (-5.987, -0.098, 7.200)
H (-1.766, 3.251, 7.317)
H (-0.289, 3.211, 6.326)
H (-0.615, 1.915, 7.350)
H (-1.755, -0.933, 6.548)
C (-0.848, 0.213, 1.187)
C (-0.191, 0.056, -0.229)
C (-1.293, -0.323, -1.152)
C (-0.754, -0.423, -2.600)
C (-0.531, 1.038, -2.968)
C (0.573, 1.720, -2.083)
N (0.337, 1.396, -0.693)
O (1.204, 2.023, 0.180)
C (1.975, 1.247, -2.591)
C (0.351, 3.276, -2.253)
C (0.898, -1.050, -0.049)
H (-1.512, 1.077, 1.204)
H (-0.196, 0.453, 2.027)
H (-1.415, -0.685, 1.432)
H (-1.550, -1.368, -0.977)
H (-2.194, 0.279, -1.037)
H (-1.520, -0.967, -3.152)
H (0.169, -0.986, -2.736)
H (-1.486, 1.534, -2.793)
H (-0.238, 1.041, -4.017)
H (2.138, 1.470, -3.645)
H (2.752, 1.611, -1.918)
H (2.085, 0.163, -2.556)
H (1.102, 3.859, -1.720)
H (0.451, 3.423, -3.328)
H (-0.595, 3.690, -1.904)
H (1.453, -1.251, -0.966)
H (0.495, -1.986, 0.338)
H (1.647, -0.755, 0.685)
H (0.691, 2.732, 0.575)
C (-5.279, -3.289, -0.560)
C (-4.745, -3.841, 0.753)
C (-4.811, -2.856, 1.910)
O (-3.998, -1.728, 1.581)
C (-4.164, -0.576, 2.473)
N (-5.483, -5.042, 1.078)
H (-6.297, -2.920, -0.439)
H (-5.278, -4.083, -1.307)
H (-4.651, -2.501, -0.976)
H (-3.731, -4.138, 0.485)
H (-4.440, -3.305, 2.831)
H (-5.846, -2.568, 2.094)
H (-3.544, 0.292, 2.248)
H (-3.826, -0.847, 3.473)
H (-5.217, -0.296, 2.470)
H (-5.498, -5.664, 0.282)
H (-6.458, -4.782, 1.115)
C (1.166, 10.102, -0.565)
C (0.594, 9.070, -1.539)
C (-0.166, 7.901, -0.918)
O (0.423, 7.147, 0.101)
C (1.769, 6.685, -0.334)
N (-0.199, 9.794, -2.539)
H (1.895, 10.764, -1.033)
H (1.574, 9.708, 0.366)
H (0.373, 10.755, -0.200)
H (1.442, 8.675, -2.097)
H (-0.381, 7.277, -1.786)
H (-1.044, 8.406, -0.516)
H (2.403, 7.549, -0.534)
H (1.644, 6.130, -1.264)
H (2.292, 6.154, 0.461)
H (-0.534, 9.123, -3.216)
H (-1.025, 10.241, -2.168)

***

Entry 6:
Entry from OMol25: a gas-phase ion, C5H8N (charge +1) at a distorted geometry (ωB97M-V with the def2-TZVPD basis set).

Its total charge is +1. The SMILES is CC=C=C=C[NH3+]. Its LUMO energy is -4.065 eV. The calculation puts the gap between HOMO and LUMO at 8.997 eV. For the HOMO energy, the calculation gives -13.062 eV. The multiplicity is 1. Its relative energy (zero: lowest compared OMol25 entry of this formula, charge and spin) is 83.7 kcal/mol.

Geometry (Å):
C (-2.722, -0.255, -0.053)
C (-1.669, -0.695, -0.965)
C (-0.422, -0.450, -0.703)
C (0.759, -0.203, -0.476)
C (2.005, 0.141, -0.311)
N (2.494, 0.750, 0.984)
H (-3.488, 0.242, -0.752)
H (-2.471, 0.291, 0.922)
H (-3.152, -1.254, 0.352)
H (-1.865, -1.330, -1.695)
H (2.710, 0.186, -1.106)
H (2.611, 1.751, 0.861)
H (3.376, 0.216, 1.239)
H (1.833, 0.611, 1.704)